Computed, not measured: a cluster of 4 separate species, C30H66NO4S3 in total, with ωB97M-V with the def2-TZVPD basis set.

Cartesian coordinates (Å):
C  3.8874  -4.3993  1.2854
C  3.3885  -3.2836  0.3730
C  4.4776  -2.7521  -0.5600
C  4.0684  -1.4797  -1.3250
C  5.1352  -0.3739  -1.3005
C  4.9759  0.6320  -0.1629
C  3.7221  1.5034  -0.2241
C  3.4294  2.1666  1.1196
C  2.3810  3.2726  1.0649
C  0.9500  2.7769  0.8368
C  -0.0032  3.8772  0.3243
C  -0.7245  3.5603  -1.0017
C  -2.2415  3.7472  -0.9771
C  -2.9734  2.9104  0.0706
C  -4.4925  3.1587  0.0604
C  -5.3846  1.9296  -0.1561
C  -5.0912  0.8062  0.8340
C  -6.0423  -0.3853  0.6779
C  -5.7900  -1.4323  1.7567
C  -5.8521  -1.0512  -0.6885
N  -7.4319  0.1472  0.8878
O  -7.7439  0.2590  2.1238
C  -7.9320  1.2597  0.0103
C  -9.1860  1.8373  0.6634
C  -8.3319  0.7162  -1.3807
C  -6.8515  2.3647  -0.0515
H  4.5366  -4.0040  2.0715
H  4.4518  -5.1247  0.6955
H  3.0644  -4.9326  1.7665
H  2.9842  -2.4570  0.9669
H  2.5834  -3.6622  -0.2634
H  4.7214  -3.5466  -1.2726
H  5.3862  -2.5572  0.0241
H  3.8234  -1.7311  -2.3581
H  3.1322  -1.1104  -0.8929
H  6.1178  -0.8456  -1.1877
H  5.1684  0.1556  -2.2588
H  5.8502  1.2934  -0.1575
H  4.9987  0.0963  0.7964
H  2.8647  0.9072  -0.5518
H  3.8613  2.2867  -0.9790
H  4.3672  2.5925  1.4979
H  3.1253  1.3968  1.8413
H  2.6611  4.0072  0.3052
H  2.4063  3.8088  2.0212
H  0.5675  2.3733  1.7800
H  0.9603  1.9414  0.1293
H  0.5733  4.7993  0.2070
H  -0.7462  4.1013  1.0947
H  -0.5050  2.5334  -1.3141
H  -0.3177  4.2022  -1.7882
H  -2.6397  3.4613  -1.9585
H  -2.4850  4.8081  -0.8426
H  -2.7502  1.8563  -0.1244
H  -2.5762  3.1255  1.0652
H  -4.8037  3.6418  0.9931
H  -4.7174  3.8755  -0.7383
H  -5.1995  1.5749  -1.1786
H  -5.1909  1.1857  1.8587
H  -4.0694  0.4347  0.7199
H  -5.6399  -0.9745  2.7326
H  -4.9027  -2.0117  1.4930
H  -6.6370  -2.1164  1.8253
H  -5.9717  -0.3762  -1.5329
H  -4.8362  -1.4505  -0.7281
H  -6.5484  -1.8841  -0.8120
H  -9.8736  1.0368  0.9373
H  -9.6739  2.4993  -0.0565
H  -8.9565  2.4096  1.5598
H  -7.9266  1.3373  -2.1824
H  -8.0108  -0.3078  -1.5451
H  -9.4183  0.7182  -1.4799
H  -6.9541  2.9913  0.8404
H  -7.0882  3.0054  -0.9081
C  -0.6691  -4.9060  -3.5646
S  0.2861  -4.2442  -2.1922
O  1.4625  -3.5574  -2.7873
C  0.8713  -5.8321  -1.5847
H  -1.0730  -4.0592  -4.1159
H  -0.0086  -5.4875  -4.2072
H  -1.4827  -5.5211  -3.1805
H  1.4176  -6.3394  -2.3793
H  0.0225  -6.4270  -1.2468
H  1.5419  -5.6370  -0.7501
C  6.7963  -7.4929  0.3571
S  6.0341  -6.7869  -1.1096
O  4.6022  -7.1863  -1.0744
C  6.8394  -7.8737  -2.2932
H  6.3757  -6.9751  1.2169
H  6.5573  -8.5549  0.4068
H  7.8740  -7.3336  0.3211
H  6.5964  -8.9077  -2.0500
H  7.9161  -7.7064  -2.2677
H  6.4503  -7.6207  -3.2772
C  4.4233  5.9726  3.5911
S  3.2528  6.8165  2.5189
O  3.5430  6.3655  1.1346
C  3.9824  8.4519  2.6791
H  4.1582  4.9169  3.5886
H  5.4291  6.1045  3.1929
H  4.3451  6.3716  4.6024
H  5.0226  8.4087  2.3577
H  3.9041  8.7903  3.7123
H  3.4192  9.1181  2.0289

Output
Spin multiplicity = 2
Total charge = 0
<S²> = 0.754
Frontier orbital gap (alpha / beta) = 0.307 / 0.342 hartree
HOMO (alpha / beta) = -7.836 / -8.794 eV
Electronic energy = -74362.80589 eV
Molecular weight = 601.06 g mol⁻¹
Lowest unoccupied orbital energy (alpha / beta) = 0.019 / 0.019 Ha